The following is a quantum chemistry calculation of a 3-piece molecular cluster, C42H78F4N3O11P2S overall, from the OMol25 dataset.

Last column: Mulliken charge in e.
Atoms and positions in Å:
C1 7.100 1.732 3.874  -1.17
C2 7.048 2.341 2.448  -0.23
C3 7.481 1.362 1.341  -0.82
C4 6.442 1.192 0.221  -1.08
C5 5.067 0.754 0.766  -0.46
C6 5.151 -0.477 1.681  -0.40
C7 3.716 -0.896 2.089  -0.44
C8 3.506 -2.413 1.993  -0.77
C9 2.175 -2.790 2.677  -1.26
C10 1.000 -2.519 1.691  1.05
C11 -0.276 -2.388 2.547  -1.99
N1 -1.562 -2.523 1.865  1.33
C12 -2.315 -3.593 2.096  -0.32
N2 -1.771 -4.807 1.948  -0.01
C13 -2.441 -6.045 2.217  0.71
F1 -2.915 -6.125 3.444  -0.23
F2 -1.521 -7.004 2.081  -0.26
F3 -3.386 -6.274 1.311  -0.25
N3 -3.614 -3.516 2.525  -0.33
C14 -4.046 -2.099 2.392  -1.17
S1 -3.542 -1.088 3.824  -0.23
C15 -3.605 -1.478 1.052  -0.28
C16 -4.367 -0.158 0.948  -1.86
O1 -4.841 0.079 -0.393  -0.14
C17 -6.072 0.731 -0.365  0.19
C18 -7.181 0.051 -0.850  -0.32
C19 -8.418 0.682 -0.793  -0.63
C20 -8.552 1.955 -0.253  -0.52
C21 -7.434 2.640 0.213  -0.77
C22 -6.193 2.011 0.157  0.02
C23 -2.059 -1.486 0.911  2.10
C24 -1.415 -0.116 1.159  -1.82
C25 -1.659 0.883 0.003  -0.72
C26 -1.666 2.325 0.516  -0.95
C27 -1.678 3.282 -0.661  0.51
O2 -1.373 2.947 -1.757  -0.52
O3 -2.038 4.562 -0.445  -0.53
C28 -1.538 -1.951 -0.498  0.18
F4 -1.169 -3.312 -0.482  -0.59
C29 -2.437 -1.737 -1.716  -0.22
C30 -1.751 -0.894 -2.830  -1.79
H1 7.663 0.799 3.873  0.33
H2 7.508 2.420 4.612  0.33
H3 6.078 1.505 4.188  0.22
H4 6.034 2.710 2.293  0.16
H5 7.698 3.216 2.424  0.48
H6 7.743 0.387 1.757  0.39
H7 8.390 1.727 0.856  0.39
H8 6.762 0.477 -0.539  0.39
H9 6.288 2.160 -0.265  0.33
H10 4.513 1.560 1.248  0.20
H11 4.459 0.420 -0.084  0.52
H12 5.648 -1.303 1.169  0.31
H13 5.690 -0.257 2.602  0.13
H14 3.524 -0.627 3.131  0.34
H15 2.982 -0.371 1.472  0.06
H16 4.303 -2.966 2.493  0.46
H17 3.432 -2.765 0.960  0.34
H18 1.981 -2.181 3.564  0.60
H19 2.125 -3.849 2.939  0.44
H20 1.218 -1.613 1.129  -0.14
H21 0.951 -3.405 1.055  0.01
H22 -0.191 -3.187 3.288  0.55
H23 -0.163 -1.471 3.128  0.41
H24 -0.809 -4.846 1.641  0.33
H25 -4.195 -4.027 1.853  0.44
H26 -5.132 -2.114 2.429  1.04
H27 -4.471 -1.497 4.706  0.26
H28 -4.038 -2.145 0.297  0.30
H29 -3.836 0.733 1.280  -0.06
H30 -5.264 -0.203 1.570  1.05
H31 -7.069 -0.950 -1.246  0.44
H32 -9.308 0.174 -1.143  0.41
H33 -9.516 2.442 -0.179  0.40
H34 -7.504 3.631 0.639  0.42
H35 -5.321 2.537 0.530  0.31
H36 -1.789 0.299 2.099  0.52
H37 -0.331 -0.201 1.202  0.61
H38 -2.549 0.677 -0.588  0.03
H39 -0.813 0.835 -0.681  0.78
H40 -0.718 2.498 1.038  0.33
H41 -2.510 2.482 1.195  0.54
H42 -2.587 4.649 0.344  0.38
H43 -0.594 -1.442 -0.692  0.29
H44 -3.418 -1.306 -1.528  -0.30
H45 -2.612 -2.710 -2.178  0.99
H46 -0.667 -0.880 -2.725  0.35
H47 -2.180 0.100 -2.928  0.40
H48 -1.943 -1.395 -3.781  0.49
O4 1.245 4.391 2.613  -0.75
P1 0.707 5.765 2.852  1.12
O5 1.892 6.719 2.260  -0.41
C31 2.070 6.792 0.839  -0.27
C32 0.893 7.429 0.125  -0.81
O6 0.959 5.861 4.463  -0.36
C33 1.303 4.729 5.261  -0.28
C34 2.807 4.585 5.373  -1.10
O7 -0.374 6.982 2.856  -0.33
C35 -1.213 7.317 3.985  -0.17
C36 -0.555 8.295 4.934  -1.13
H49 2.256 5.786 0.449  0.22
H50 2.969 7.383 0.671  0.33
H51 -0.017 6.832 0.239  0.08
H52 1.102 7.523 -0.941  0.42
H53 0.687 8.418 0.532  0.24
H54 0.845 3.823 4.867  0.26
H55 0.873 4.896 6.251  0.38
H56 3.293 4.639 4.399  0.27
H57 3.073 3.637 5.843  0.38
H58 3.217 5.397 5.975  0.31
H59 -1.537 6.412 4.497  0.28
H60 -2.106 7.792 3.575  0.36
H61 0.450 8.010 5.229  0.28
H62 -1.159 8.392 5.837  0.36
H63 -0.464 9.277 4.468  0.33
O8 -1.426 -3.842 -6.811  -0.79
P2 -0.220 -4.693 -6.650  1.09
O9 0.593 -4.052 -5.387  -0.47
C37 0.036 -4.198 -4.083  -0.08
C38 -0.009 -5.640 -3.613  -1.05
O10 0.675 -4.185 -7.912  -0.29
C39 0.159 -3.315 -8.921  -0.31
C40 0.431 -1.865 -8.574  -1.06
O11 0.503 -6.139 -6.587  -0.35
C41 1.075 -6.809 -7.736  -0.16
C42 2.519 -6.429 -7.979  -1.09
H64 -0.969 -3.759 -4.074  0.21
H65 0.659 -3.611 -3.407  0.26
H66 -0.662 -6.248 -4.243  0.27
H67 -0.381 -5.694 -2.588  0.33
H68 0.985 -6.086 -3.650  0.30
H69 -0.902 -3.492 -9.081  0.33
H70 0.668 -3.572 -9.852  0.37
H71 0.132 -1.630 -7.553  0.24
H72 -0.098 -1.197 -9.254  0.37
H73 1.500 -1.656 -8.645  0.30
H74 0.458 -6.638 -8.616  0.28
H75 1.037 -7.876 -7.519  0.35
H76 2.695 -5.358 -7.989  0.28
H77 2.849 -6.836 -8.935  0.36
H78 3.158 -6.830 -7.190  0.32

Frontier orbital gap (eV): 8.29
Net charge: +1
Spin multiplicity: 1
Lowest unoccupied orbital energy (eV): -3.1
DFT total energy (Eh): -4119.2894
HOMO energy (eV): -11.439